132
Properties=species:S:1:pos:R:3:forces:R:3:mulliken_charge:R:1 method="wB97M-V/def2-TZVPD" charge=+1 total_energy_ev=-101075.2150 e_homo_ev=-10.97
C -1.1516 -6.3287 3.7455 1.471 -0.376 -0.102 -0.93
C -1.2670 -5.2562 2.5136 -0.656 0.699 0.350 -0.23
C -2.8257 -5.0679 1.9358 0.700 0.249 1.211 0.11
C -3.6451 -6.4702 1.7995 1.082 -0.643 0.354 -0.54
C -4.5750 -6.6527 0.4762 -1.010 -0.443 0.304 -0.74
C -5.0471 -5.2886 -0.2834 -0.707 -0.026 -1.468 -0.70
C -6.1130 -4.3504 0.5336 1.168 0.627 0.916 0.10
C -6.3922 -2.8785 -0.2107 -0.522 -0.187 0.555 -0.94
C -6.4569 -1.7742 0.9986 -2.019 -0.089 -0.111 -0.28
N -7.6333 -1.7555 1.7055 3.821 1.214 -2.532 0.05
C -7.6400 -0.7489 2.8561 1.494 -2.251 2.772 0.00
C -8.0405 -1.7564 4.1298 -0.119 -0.471 -0.347 -0.57
C -9.5245 -2.4505 3.9076 0.709 0.262 -0.949 -0.48
C -9.4716 -4.0061 3.3876 -0.904 -0.183 1.058 -0.93
I -10.5887 -2.5061 5.8634 0.534 0.234 -1.161 0.08
C -5.9947 -0.5400 3.0720 0.261 1.731 0.358 -0.97
C -5.3884 -0.6629 1.5535 -0.937 -0.294 0.581 0.52
C -3.7877 -0.9240 1.3169 -0.406 -0.889 -0.880 -0.17
N -2.9964 -1.2420 2.5664 1.267 -0.356 -1.580 -0.43
C -1.5670 -0.7716 2.2269 0.647 0.644 -0.044 -0.66
H 0.0047 -6.3813 4.0356 -2.491 0.112 -0.570 0.33
H -1.7045 -5.9895 4.7310 0.851 -0.688 -2.222 0.25
H -1.4319 -7.4480 3.4397 0.381 2.628 0.717 0.25
H -0.5250 -5.4607 1.6121 -1.581 0.128 2.035 0.31
H -0.9735 -4.1950 2.9638 -0.445 -2.193 -1.033 0.05
H -3.3791 -4.4244 2.7764 1.033 -1.153 -1.932 0.02
H -2.7111 -4.4379 0.9583 -0.520 -1.249 1.724 0.04
H -2.8317 -7.3436 1.7652 -1.822 1.895 0.041 0.24
H -4.2270 -6.6515 2.8260 1.076 0.442 -2.439 0.26
H -5.5713 -7.2078 0.8280 2.082 1.169 -0.846 0.25
H -4.0635 -7.4085 -0.2858 -1.017 1.935 1.528 0.34
H -4.1488 -4.6066 -0.6733 -1.866 -1.535 1.094 0.27
H -5.6072 -5.6343 -1.2797 1.218 0.709 2.074 0.36
H -5.6019 -4.0792 1.5726 -1.093 -0.724 -1.968 0.02
H -7.1441 -4.8547 0.7697 2.073 0.798 -0.570 0.30
H -7.4601 -2.9497 -0.7284 2.288 0.455 1.085 0.41
H -5.6024 -2.6265 -1.0365 -1.415 -0.373 1.856 0.41
H -8.3624 -2.4229 1.3716 0.438 1.030 0.853 0.37
H -8.2777 0.2313 2.7483 1.217 -2.211 -0.175 0.26
H -7.2506 -2.6430 4.0729 -1.587 1.945 0.208 0.18
H -7.9128 -1.2307 5.1721 -0.415 -0.897 -2.205 0.46
H -10.1022 -1.7683 3.1375 0.745 -1.432 1.817 0.39
H -10.4966 -4.5208 3.7120 2.289 1.110 -0.865 0.42
H -8.6241 -4.5621 3.9878 -1.589 1.049 -1.485 0.28
H -9.4006 -4.1385 2.2274 0.177 0.326 2.100 0.24
H -5.7632 0.5338 3.5337 -0.654 -2.201 -1.263 0.42
H -5.5079 -1.2495 3.8950 -1.252 1.074 -2.238 0.27
H -5.5923 0.3689 1.0419 -0.111 -2.070 0.600 0.05
H -3.6611 -1.8412 0.5659 -0.369 2.045 1.169 0.22
H -3.3568 0.0491 0.7854 -0.936 -2.177 1.330 0.09
H -2.9032 -2.2915 2.6913 -0.501 1.652 -0.431 0.18
H -0.7363 -1.4220 2.7326 -1.764 1.236 -0.764 0.29
H -1.3774 -0.8381 1.0525 -0.227 0.258 2.480 0.28
H -1.4734 0.3541 2.6128 -0.024 -2.492 -1.052 0.22
O -0.6973 2.8981 -2.5316 0.194 -1.543 4.465 -0.64
P -1.4141 3.8347 -1.5283 -2.166 5.602 -8.034 1.03
O -2.8400 3.8693 -2.3701 -0.181 -0.644 0.700 -0.35
C -3.7206 2.7688 -2.2371 -0.268 0.055 -0.044 -0.40
C -4.4626 2.8209 -0.9147 -0.015 0.006 0.262 -0.78
O -0.7813 5.2328 -2.1845 0.405 -0.537 1.479 -0.41
C 0.5235 5.2129 -2.7509 0.386 -0.036 -0.484 -0.33
C 0.4517 5.0545 -4.2603 -0.139 0.138 -0.220 -1.25
O -2.2149 4.8810 -0.4072 1.403 -3.355 0.932 -0.24
C -1.5183 5.1456 0.8014 0.273 0.623 0.789 -0.30
C -0.3502 6.0925 0.5997 0.357 0.087 -0.021 -0.91
H -3.1701 1.8296 -2.3378 0.017 -0.085 -0.092 0.25
H -4.4382 2.8263 -3.0591 0.157 0.067 -0.017 0.35
H -3.7711 2.6648 -0.0793 -0.083 -0.002 0.025 0.14
H -5.2324 2.0467 -0.8730 -0.043 -0.026 -0.038 0.32
H -4.9292 3.8000 -0.7697 0.048 -0.172 -0.060 0.34
H 1.1353 4.4279 -2.2921 -0.127 0.056 -0.184 0.38
H 1.0030 6.1679 -2.5119 -0.182 -0.027 0.087 0.39
H -0.1996 4.2296 -4.5605 0.169 -0.044 0.201 0.31
H 1.4471 4.8854 -4.6791 -0.060 0.042 0.029 0.34
H 0.0324 5.9594 -4.7147 0.129 -0.091 0.096 0.33
H -1.1850 4.2010 1.2441 -0.031 0.141 0.206 0.26
H -2.2364 5.6026 1.4882 -0.066 -0.142 -0.129 0.34
H 0.4797 5.5830 0.1018 -0.011 0.136 0.031 0.18
H 0.0196 6.4626 1.5624 -0.119 -0.102 -0.105 0.43
H -0.6366 6.9482 -0.0224 -0.016 -0.220 0.166 0.25
O 2.8251 -2.4913 0.9604 3.265 -3.217 0.800 -0.68
P 4.2315 -1.8836 1.1843 -4.405 8.878 -1.051 0.97
O 3.7324 -0.8096 2.3421 0.339 -0.698 0.210 -0.31
C 3.5410 -1.2900 3.6600 0.144 0.114 0.425 -0.29
C 4.8690 -1.4852 4.3674 0.161 -0.115 0.068 -1.03
O 4.1206 -0.8275 -0.1034 0.924 -1.165 -0.184 -0.28
C 3.3874 -1.2090 -1.2614 -0.422 -0.015 -0.218 -0.41
C 1.9844 -0.6269 -1.2250 -0.120 0.287 0.014 -1.10
O 5.8029 -1.2046 1.4344 -0.873 -3.662 0.399 -0.23
C 6.8766 -1.8681 0.7840 0.959 -0.046 -0.470 -0.39
C 6.8944 -1.6103 -0.7110 -0.030 -0.102 -0.348 -0.85
H 2.9681 -2.2210 3.6437 -0.101 -0.027 0.023 0.26
H 2.9504 -0.5426 4.1953 -0.023 0.007 -0.169 0.32
H 5.4349 -2.3013 3.9048 -0.013 0.044 0.137 0.24
H 4.7132 -1.7291 5.4210 0.018 -0.010 -0.060 0.41
H 5.4840 -0.5832 4.2944 -0.153 -0.109 0.031 0.24
H 3.3685 -2.2995 -1.3686 -0.122 0.196 0.065 0.42
H 3.9179 -0.8144 -2.1342 0.094 0.035 0.159 0.42
H 1.4821 -0.8140 -0.2723 0.153 -0.214 -0.076 0.21
H 1.3730 -1.0410 -2.0309 0.046 0.062 0.012 0.40
H 2.0249 0.4618 -1.3435 0.006 -0.148 -0.077 0.22
H 6.8235 -2.9412 0.9959 0.262 0.068 -0.023 0.32
H 7.8009 -1.4847 1.2255 -0.178 -0.031 0.125 0.35
H 6.0985 -2.1703 -1.2099 0.084 0.095 -0.068 0.18
H 7.8470 -1.9299 -1.1482 -0.124 0.027 0.143 0.44
H 6.7423 -0.5476 -0.9316 0.054 -0.217 0.124 0.17
O 8.3027 2.3556 -4.8320 0.260 -1.476 4.472 -0.68
P 7.5859 3.2921 -3.8286 -2.450 5.406 -8.062 1.03
O 6.1600 3.3268 -4.6705 0.038 -0.511 0.699 -0.36
C 5.2794 2.2263 -4.5374 -0.410 -0.049 0.050 -0.51
C 4.5374 2.2784 -3.2151 -0.009 -0.056 0.214 -0.73
O 8.2187 4.6903 -4.4848 0.510 -0.430 1.406 -0.38
C 9.5235 4.6704 -5.0513 0.306 -0.055 -0.437 -0.38
C 9.4517 4.5119 -6.5607 -0.140 0.134 -0.228 -1.22
O 6.7851 4.3385 -2.7076 1.487 -3.273 0.969 -0.18
C 7.4817 4.6031 -1.4990 0.240 0.575 0.754 -0.35
C 8.6498 5.5499 -1.7007 0.357 0.095 -0.021 -0.92
H 5.8299 1.2871 -4.6382 0.001 -0.065 -0.086 0.29
H 4.5618 2.2837 -5.3594 0.165 0.071 -0.034 0.38
H 5.2289 2.1223 -2.3797 -0.136 -0.040 0.006 0.17
H 3.7676 1.5042 -3.1734 0.019 0.017 0.010 0.32
H 4.0708 3.2574 -3.0700 0.040 -0.143 -0.078 0.27
H 10.1353 3.8854 -4.5925 -0.132 0.057 -0.194 0.40
H 10.0030 5.6253 -4.8123 -0.175 -0.014 0.087 0.40
H 8.8004 3.6870 -6.8608 0.175 -0.038 0.210 0.30
H 10.4471 4.3428 -6.9795 -0.061 0.036 0.026 0.36
H 9.0324 5.4168 -7.0151 0.124 -0.085 0.095 0.30
H 7.8150 3.6585 -1.0563 -0.047 0.154 0.208 0.29
H 6.7636 5.0600 -0.8122 -0.065 -0.151 -0.125 0.33
H 9.4797 5.0404 -2.1986 -0.010 0.139 0.028 0.19
H 9.0196 5.9201 -0.7379 -0.114 -0.100 -0.098 0.42
H 8.3634 6.4056 -2.3228 -0.012 -0.218 0.160 0.24